(1)
Entry from the Open Molecules 2025 dataset: C40H45Cl4CsN4O4S as an isolated structure (ωB97M-V with the def2-TZVPD basis set).

Structure (ORCA input):
```
! RIJCOSX wB97M-V def2-TZVPD def2/J DEFGRID3
* xyz -2 1
Cs -0.44 -1.32 1.44
C -3.59 -1.45 -0.67
C -4.14 -0.29 -1.51
N -3.12 0.74 -1.72
C -2.96 1.19 -3.10
C -2.46 0.12 -4.09
S -0.81 -0.52 -3.63
C -1.10 -2.29 -3.28
C -2.32 -2.62 -2.44
N -2.31 -1.89 -1.19
H -3.44 -1.11 0.35
H -4.35 -2.24 -0.63
H -4.51 -0.68 -2.47
H -5.00 0.14 -0.99
H -2.23 0.34 -1.42
H -3.91 1.58 -3.46
H -2.25 2.02 -3.10
H -3.14 -0.72 -4.14
H -2.38 0.55 -5.09
H -1.12 -2.84 -4.23
H -0.21 -2.60 -2.72
H -3.24 -2.40 -2.99
H -2.30 -3.71 -2.28
H -1.71 -2.39 -0.54
C -4.06 1.48 3.59
C -2.61 1.23 3.15
O -2.47 0.55 2.14
C -1.53 1.83 3.94
C -1.87 2.61 5.06
C -0.94 3.22 5.86
C 0.42 3.06 5.54
C 0.81 2.32 4.47
C -0.13 1.65 3.59
O 0.30 0.99 2.61
H -4.70 0.97 2.88
H -4.29 2.55 3.57
H -4.24 1.10 4.59
H -2.92 2.73 5.32
H -1.24 3.81 6.72
H 1.17 3.54 6.17
H 1.86 2.18 4.23
C -1.25 2.92 0.44
C -1.06 3.51 -0.92
C -1.99 4.41 -1.44
C -1.86 4.95 -2.71
C -0.78 4.57 -3.50
C 0.16 3.67 -3.03
C 1.29 3.20 -3.89
C 0.04 3.15 -1.72
N 0.96 2.19 -1.34
C 1.81 2.26 -0.41
C 2.04 3.48 0.45
C 2.68 1.06 -0.19
C 4.16 1.28 0.09
N 2.17 -0.09 -0.31
C 2.96 -1.25 -0.21
C 3.30 -1.91 -1.40
C 2.88 -1.30 -2.71
C 3.96 -3.12 -1.33
C 4.28 -3.70 -0.11
C 3.94 -3.04 1.06
C 3.29 -1.81 1.03
C 2.90 -1.14 2.33
H -2.25 3.17 0.82
H -0.53 3.27 1.17
H -1.18 1.83 0.43
H -2.85 4.67 -0.83
H -2.61 5.64 -3.09
H -0.68 4.96 -4.50
H 1.18 3.56 -4.91
H 1.32 2.11 -3.89
H 2.26 3.54 -3.50
H 1.30 4.24 0.22
H 3.03 3.90 0.26
H 1.97 3.21 1.51
H 4.39 2.29 0.40
H 4.71 1.06 -0.83
H 4.51 0.58 0.85
H 1.89 -0.87 -2.62
H 2.89 -2.05 -3.50
H 3.56 -0.49 -3.00
H 4.18 -3.66 -2.25
H 4.73 -4.68 -0.08
H 4.15 -3.51 2.01
H 3.66 -1.31 3.10
H 1.97 -1.57 2.69
H 2.72 -0.07 2.22
Cl 2.72 -7.66 0.30
C 1.61 -6.48 0.95
C 1.25 -6.52 2.29
Cl 1.91 -7.74 3.34
C 0.37 -5.55 2.78
Cl -0.14 -5.62 4.45
C -0.17 -4.50 2.01
O -1.00 -3.65 2.46
C 0.27 -4.42 0.61
O -0.10 -3.45 -0.16
C 1.10 -5.46 0.14
Cl 1.45 -5.46 -1.57
*
```

Summary:
Highest occupied orbital energy in eV: -0.7
LUMO in eV: 3.56
Energy relative to the best compared isomer or geometry (same formula, charge and spin) in kcal/mol: 8.3
Electronic energy in a.u.: -4330.4190
HOMO-LUMO gap in eV: 4.2


(2)
Entry from the Open Molecules 2025 dataset: C40H45MgN11O6 as an isolated structure in a non-equilibrium geometry (ωB97M-V with the def2-TZVPD basis set).

Structure (ORCA input):
```
! RIJCOSX wB97M-V def2-TZVPD def2/J DEFGRID3
* xyz 1 2
Mg 2.10 -2.25 1.57
N 0.77 0.16 -0.36
O 1.32 -0.47 0.54
O 1.26 1.21 -0.78
O -0.23 -0.23 -0.88
N 3.74 -2.29 -0.35
O 4.44 -2.11 -1.28
O 2.65 -2.87 -0.43
O 3.93 -1.92 0.79
N 1.76 3.46 1.12
C 1.48 3.31 2.37
C 1.79 4.49 2.99
C 2.43 5.33 2.06
C 2.37 4.69 0.85
H 1.63 2.72 0.44
H 1.16 2.35 2.74
H 1.88 4.68 4.05
H 2.89 6.28 2.27
H 2.76 4.87 -0.14
N 5.51 0.51 -0.99
C 4.90 1.71 -0.92
C 5.89 2.63 -0.45
C 7.10 1.96 -0.40
C 6.82 0.65 -0.70
H 5.04 -0.36 -1.19
H 3.84 1.88 -1.11
H 5.75 3.67 -0.21
H 8.07 2.36 -0.15
H 7.46 -0.22 -0.62
N -1.09 1.53 -3.43
C -0.02 1.72 -4.30
C -0.45 1.93 -5.63
C -1.85 1.98 -5.51
C -2.22 1.77 -4.17
H -1.01 1.10 -2.52
H 1.01 1.75 -3.97
H 0.17 2.07 -6.50
H -2.53 2.29 -6.30
H -3.12 1.77 -3.59
N -6.20 -1.93 -1.05
C -5.12 -1.87 -0.22
C -3.99 -1.40 -0.90
C -4.43 -1.07 -2.17
C -5.82 -1.42 -2.22
H -7.07 -2.40 -0.89
H -5.26 -2.28 0.77
H -2.97 -1.36 -0.55
H -3.84 -0.64 -2.96
H -6.55 -1.36 -3.02
N -1.10 3.27 -0.58
C -1.05 4.59 -0.31
C -2.32 5.09 -0.11
C -3.17 4.01 -0.45
C -2.41 2.86 -0.69
H -0.30 2.69 -0.76
H -0.13 5.14 -0.18
H -2.51 6.13 0.11
H -4.25 4.13 -0.48
H -2.69 1.84 -0.93
N 0.12 -3.02 -3.91
C 0.15 -3.72 -5.06
C -1.00 -4.31 -5.69
C -2.25 -4.24 -5.03
C -2.29 -3.53 -3.86
C -1.14 -2.91 -3.34
H 1.12 -3.83 -5.52
H -0.92 -4.83 -6.63
H -3.08 -4.69 -5.55
H -3.26 -3.30 -3.46
H -1.23 -2.18 -2.55
N 2.31 -1.18 3.21
C 2.83 0.11 3.08
C 3.33 0.93 4.10
C 3.28 0.38 5.37
C 2.66 -0.83 5.61
C 2.19 -1.52 4.51
H 2.81 0.59 2.12
H 3.78 1.91 3.98
H 3.65 1.06 6.13
H 2.55 -1.29 6.59
H 1.70 -2.45 4.75
N 0.29 -2.93 1.39
C -0.41 -3.04 0.14
C -1.62 -3.56 -0.03
C -2.30 -4.05 1.07
C -1.78 -4.00 2.38
C -0.47 -3.41 2.45
H 0.15 -2.77 -0.75
H -2.07 -3.63 -1.01
H -3.30 -4.44 0.92
H -2.16 -4.57 3.22
H -0.06 -3.23 3.43
N -0.98 0.39 2.76
C -0.77 0.16 4.09
C -1.64 -0.52 4.94
C -2.78 -1.09 4.40
C -2.84 -1.06 3.00
C -2.01 -0.33 2.19
H 0.09 0.65 4.53
H -1.46 -0.59 6.00
H -3.52 -1.60 4.99
H -3.72 -1.51 2.55
H -2.15 -0.14 1.13
*
```

Summary:
Highest occupied orbital energy (alpha / beta) in eV: -9.0 / -9.0
Expectation value of S²: 0.762
LUMO (alpha / beta) in eV: -2.52 / -6.43
Electronic energy in a.u.: -2804.5802
HOMO-LUMO gap (alpha / beta) in eV: 6.4 / 2.5


(3)
Entry from the Open Molecules 2025 dataset: C40H45N6NiO2Sb as an isolated structure in a non-equilibrium geometry (ωB97M-V with the def2-TZVPD basis set).

Structure (ORCA input):
```
! RIJCOSX wB97M-V def2-TZVPD def2/J DEFGRID3
* xyz 0 3
Ni 1.08 1.06 -0.66
O 0.70 0.49 3.35
C 1.02 0.49 2.14
N 0.27 0.87 1.09
C -0.96 1.44 1.30
O -1.62 1.40 2.35
C -1.24 2.40 0.25
C -2.36 3.28 0.39
C -2.56 4.26 -0.56
C -1.64 4.38 -1.65
C -0.68 3.42 -1.81
N -0.45 2.47 -0.85
C 2.35 0.17 1.74
C 3.34 -0.02 2.75
C 4.58 -0.41 2.38
C 4.91 -0.47 0.97
C 3.85 -0.35 0.12
N 2.65 0.20 0.44
H -2.94 3.19 1.34
H -3.38 4.96 -0.51
H -1.76 5.17 -2.34
H 0.05 3.42 -2.60
H 2.96 0.29 3.78
H 5.39 -0.53 3.11
H 5.91 -0.64 0.61
H 4.06 -0.39 -0.94
C 0.14 -3.48 -5.14
C -0.49 -2.36 -5.95
C -0.64 -2.56 -7.35
C -1.22 -1.50 -8.08
C -1.49 -0.31 -7.43
C -1.08 0.00 -6.13
C -0.78 -1.11 -5.33
N -0.73 -1.00 -3.92
C 0.10 -0.16 -3.21
N 0.88 0.76 -3.88
C 1.81 1.70 -3.39
C 2.04 1.89 -2.02
C 2.99 2.87 -1.68
C 3.69 3.60 -2.62
C 3.49 3.38 -3.97
C 2.52 2.49 -4.37
C 2.32 2.28 -5.86
N 0.28 -0.35 -1.90
C -0.51 -1.31 -1.18
C -1.95 -1.05 -1.21
C -2.79 -1.97 -0.68
C -2.25 -3.14 -0.13
C -0.87 -3.33 -0.03
C 0.03 -2.47 -0.57
C 1.49 -2.82 -0.45
H -0.60 -4.25 -4.88
H 0.66 -3.09 -4.25
H 1.08 -3.83 -5.65
H -0.30 -3.42 -7.88
H -1.47 -1.68 -9.13
H -2.00 0.52 -7.94
H -1.25 0.94 -5.68
H -1.08 -1.76 -3.34
H 0.63 0.92 -4.88
H 3.05 3.14 -0.59
H 4.34 4.36 -2.25
H 4.13 3.72 -4.79
H 2.99 3.01 -6.41
H 1.30 2.44 -6.25
H 2.63 1.26 -6.28
H -2.42 -0.20 -1.72
H -3.83 -1.84 -0.64
H -2.87 -3.79 0.41
H -0.56 -4.22 0.51
H 2.11 -2.29 -1.21
H 1.57 -3.91 -0.51
H 1.85 -2.61 0.52
C -4.36 -1.78 8.03
C -2.87 -1.46 8.18
Sb -2.05 -1.00 6.15
C 0.21 -1.36 6.38
C 0.79 -2.22 7.45
C -1.89 1.22 6.49
C -2.63 1.79 5.27
H -4.95 -0.88 7.75
H -4.82 -2.07 8.97
H -4.55 -2.57 7.30
H -2.42 -2.30 8.64
H -2.72 -0.56 8.81
H 0.45 -0.26 6.38
H 0.29 -1.76 5.31
H 1.32 -1.68 8.21
H 1.41 -3.01 6.98
H -0.04 -2.76 8.01
H -0.87 1.44 6.57
H -2.44 1.34 7.44
H -1.94 1.57 4.37
H -2.76 2.88 5.36
H -3.61 1.40 5.03
*
```

Summary:
Highest occupied orbital energy (alpha / beta) in eV: -6.9 / -7.4
Expectation value of S²: 2.008
LUMO (alpha / beta) in eV: -0.33 / -0.28
Energy relative to the best compared isomer or geometry (same formula, charge and spin) in kcal/mol: 23.7
Electronic energy in a.u.: -3778.7165
HOMO-LUMO gap (alpha / beta) in eV: 6.6 / 7.1


(4)
Entry from the Open Molecules 2025 dataset: C40H46AsClNNiO4P2S as an isolated structure in a non-equilibrium geometry (ωB97M-V with the def2-TZVPD basis set).

Structure (ORCA input):
```
! RIJCOSX wB97M-V def2-TZVPD def2/J DEFGRID3
* xyz 1 3
Ni -0.99 -0.99 -1.12
C 1.42 4.37 3.67
S 2.00 3.33 2.31
C 2.31 1.78 3.22
C 2.51 0.62 2.24
C 1.32 0.51 1.28
N 1.06 -0.86 0.72
P 1.36 -1.00 -1.02
C 3.08 -0.48 -1.18
C 4.03 -0.98 -0.29
C 5.36 -0.65 -0.46
C 5.75 0.17 -1.51
C 4.81 0.68 -2.39
C 3.46 0.35 -2.23
C 1.37 -2.81 -1.35
C 0.17 -3.33 -1.85
C 0.01 -4.67 -2.13
C 1.09 -5.53 -1.97
C 2.31 -5.03 -1.55
C 2.46 -3.68 -1.25
P -0.29 -1.77 1.28
C 0.10 -1.76 3.06
C 1.10 -2.65 3.48
C 1.52 -2.66 4.80
C 0.94 -1.80 5.72
C -0.07 -0.93 5.32
C -0.49 -0.91 3.99
C -1.76 -0.63 1.15
C -1.80 0.60 0.47
C -3.02 1.26 0.31
C -4.19 0.72 0.81
C -4.15 -0.50 1.48
C -2.96 -1.18 1.64
H 0.92 5.23 3.22
H 2.25 4.72 4.28
H 0.71 3.82 4.28
H 1.46 1.59 3.87
H 3.20 1.91 3.83
H 2.61 -0.30 2.81
H 3.43 0.78 1.68
H 1.45 1.20 0.45
H 0.43 0.84 1.82
H 3.72 -1.60 0.55
H 6.10 -1.04 0.23
H 6.80 0.42 -1.64
H 5.11 1.33 -3.20
H 2.72 0.76 -2.90
H -0.68 -2.66 -2.09
H -0.94 -5.05 -2.50
H 0.98 -6.58 -2.22
H 3.16 -5.70 -1.46
H 3.43 -3.31 -0.93
H 1.54 -3.33 2.76
H 2.30 -3.34 5.11
H 1.26 -1.81 6.75
H -0.53 -0.26 6.04
H -1.27 -0.22 3.69
H -0.89 1.09 0.15
H -3.04 2.22 -0.20
H -5.12 1.25 0.68
H -5.07 -0.93 1.88
H -2.94 -2.13 2.15
C 0.60 6.25 -3.11
C 0.14 5.51 -1.88
C 0.13 6.11 -0.63
C -0.35 5.44 0.48
Cl -0.29 6.20 2.05
C -0.85 4.16 0.36
C -0.84 3.55 -0.88
C -0.31 4.20 -1.99
O -0.19 3.62 -3.22
C -0.84 2.40 -3.41
C -0.25 1.27 -2.59
O 0.74 1.47 -1.89
O -0.93 0.16 -2.70
H 1.03 7.21 -2.84
H -0.24 6.43 -3.79
H 1.33 5.67 -3.67
H 0.49 7.13 -0.53
H -1.23 3.64 1.23
H -1.21 2.53 -0.97
H -0.73 2.13 -4.46
H -1.91 2.46 -3.18
C -3.35 -3.53 -3.64
As -3.78 -2.88 -1.89
C -3.53 -4.30 -0.62
C -5.62 -2.37 -1.87
O -2.85 -1.56 -1.50
H -3.62 -4.58 -3.75
H -2.28 -3.39 -3.80
H -3.89 -2.92 -4.37
H -3.68 -5.27 -1.09
H -4.23 -4.17 0.20
H -2.51 -4.23 -0.24
H -6.25 -3.24 -2.07
H -5.76 -1.61 -2.63
H -5.84 -1.96 -0.89
*
```

Summary:
Highest occupied orbital energy (alpha / beta) in eV: -9.7 / -9.8
Expectation value of S²: 2.013
LUMO (alpha / beta) in eV: -2.42 / -3.38
Energy relative to the best compared isomer or geometry (same formula, charge and spin) in kcal/mol: 73.6
Electronic energy in a.u.: -7192.4966
HOMO-LUMO gap (alpha / beta) in eV: 7.3 / 6.4